No. 1
This record from the OMol25 dataset describes a single C6H6F3NO2 molecule in a non-equilibrium geometry. The level of theory is ωB97M-V with the def2-TZVPD basis set.

Each line ends with the Löwdin charge.
Positions of all 18 atoms, in Å:
C (3.0731, -0.8035, 0.5021)  0.05
O (1.7226, -0.2119, 0.5228)  -0.03
C (0.7224, -0.8019, -0.0188)  -0.51
O (0.7472, -1.6622, -0.8410)  0.15
C (-0.5173, 0.0067, 0.3613)  -0.06
C (-1.6843, -0.0828, -0.1490)  0.09
C (-2.3675, 0.0886, -1.2702)  -0.20
N (-2.3750, 1.1358, -2.1679)  0.02
C (-0.3938, 0.4609, 1.7506)  -0.59
F (0.3617, -0.3948, 2.4643)  0.16
F (0.2554, 1.6534, 1.6597)  0.11
F (-1.5252, 0.9294, 2.2465)  0.16
H (3.6519, -0.0012, 0.8655)  0.08
H (3.2396, -1.1161, -0.4815)  0.07
H (3.0878, -1.6530, 1.1983)  0.11
H (-3.1717, -0.4754, -1.5019)  0.07
H (-3.3178, 1.1892, -2.8184)  0.18
H (-1.5091, 1.7389, -2.3224)  0.13

Summary:
LUMO energy = 0.39 eV
HOMO level = -8.6 eV
multiplicity = 1
electronic energy = -736.94991 Ha
molar mass = 181.1 g/mol
energy relative to the best compared isomer or geometry (same formula, charge and spin) = 306.2 kJ/mol

No. 2
This record from the OMol25 dataset describes a single C6H6FNO4S2 molecule in a non-equilibrium geometry. The level of theory is ωB97M-V with the def2-TZVPD basis set.

Each line ends with the Löwdin charge.
Positions of all 20 atoms, in Å:
O (-2.5645, 1.6895, -0.6915)  -0.30
S (-1.7536, 1.0493, -1.7049)  0.75
O (-1.7902, 1.3855, -3.1058)  -0.28
F (-0.0882, 1.4530, -1.1356)  -0.27
S (-1.8512, -1.1733, -1.2706)  0.58
O (-1.0962, -1.8026, -2.2812)  -0.23
O (-3.2243, -1.3771, -1.0092)  -0.27
N (-1.2635, -1.1679, 0.2224)  -0.09
C (0.0519, -0.6114, 0.4907)  -0.31
C (0.0495, 0.3516, 1.4870)  -0.05
C (1.2662, 0.9022, 1.9314)  -0.07
C (2.4744, 0.5972, 1.2556)  -0.08
C (2.3483, -0.2848, 0.1944)  -0.10
C (1.2003, -0.9171, -0.2332)  -0.04
H (-2.0461, -1.1732, 0.9103)  0.16
H (-0.9357, 0.5833, 1.8838)  0.12
H (1.3321, 1.6312, 2.8202)  0.13
H (3.4237, 1.0041, 1.6974)  0.12
H (3.2636, -0.5985, -0.3620)  0.12
H (1.2035, -1.5412, -1.0990)  0.11

Summary:
LUMO energy = -0.79 eV
HOMO level = -9.7 eV
multiplicity = 1
electronic energy = -1484.11207 Ha
molar mass = 239.2 g/mol
energy relative to the best compared isomer or geometry (same formula, charge and spin) = 104.1 kJ/mol